Entry 1:
13
Properties=species:S:1:pos:R:3:forces:R:3 method="wB97M-V/def2-TZVPD" e_above_lowest_kj_mol=368.8 energy_ev=-7332.22784
O -0.554995 0.988686 1.064614 0.2 0.0 0.0
C -1.224568 0.188353 0.056169 -0.1 -0.1 0.0
C -0.170302 -0.681662 -0.683721 0.0 0.0 0.0
C 1.202402 -0.134103 -0.294356 -0.2 -0.2 0.1
O 1.349642 1.129032 -0.418158 0.0 0.1 0.0
H 0.317929 0.165383 1.384782 -0.2 0.1 -0.2
H -1.733761 0.878698 -0.618275 0.1 -0.1 0.1
H -1.971120 -0.411068 0.579753 0.1 0.0 -0.1
H -0.284798 -0.570991 -1.766882 0.0 0.0 0.2
H -0.262533 -1.742244 -0.426168 0.0 0.2 0.0
H 1.090008 -0.460852 1.129694 0.1 0.0 -0.1
H 2.058677 -0.804266 -0.468595 -0.1 0.1 0.1
H 0.183420 1.455035 0.461142 0.0 -0.1 0.1

***

Entry 2:
16
Properties=species:S:1:pos:R:3:forces:R:3 method="wB97M-V/def2-TZVPD" e_above_lowest_kj_mol=43.0 smiles=CC(C)(O)CO energy_ev=-8405.10090
C -1.304575 -1.006439 -0.339452 0.0 0.0 0.0
C -0.236076 -0.073964 0.212890 -0.1 0.0 -0.3
C -0.658729 1.390219 0.071881 0.0 0.1 0.0
O -0.066750 -0.402353 1.582850 0.2 0.1 0.1
C 1.102787 -0.324490 -0.489487 -0.2 -0.2 -0.2
O 2.102669 0.377726 0.242822 0.3 -0.1 0.0
H -1.027799 -2.050309 -0.160420 0.0 0.1 0.0
H -2.260231 -0.818955 0.160797 0.1 0.0 -0.1
H -1.440145 -0.849202 -1.415059 0.0 0.0 0.1
H -0.902336 1.638784 -0.968067 0.1 -0.1 0.1
H -1.542826 1.569847 0.691342 0.1 0.0 -0.1
H 0.143132 2.056500 0.406559 -0.1 -0.1 0.0
H 0.785661 -0.005793 1.824793 -0.2 -0.1 0.1
H 1.306020 -1.403947 -0.484089 0.0 0.2 0.0
H 1.075010 0.023753 -1.532332 0.0 0.0 0.2
H 2.924182 -0.121375 0.194978 -0.1 0.1 0.0

***

Entry 3:
182
Properties=species:S:1:pos:R:3:forces:R:3 method="wB97M-V/def2-TZVPD" charge=+1 energy_ev=-110676.10026
Ca -2.611226 1.985023 -2.193190 1.3 -0.6 0.4
C 0.960482 -0.022033 -0.839822 0.0 0.2 -0.7
C -0.238846 0.696311 -1.428408 -0.7 0.0 1.7
O -0.683310 0.467390 -2.577478 0.0 -0.2 -0.8
O -0.852026 1.518698 -0.675521 0.1 0.2 -0.1
H 1.211935 -0.889240 -1.448625 0.0 0.0 0.1
H 0.859956 -0.310720 0.202080 -0.3 0.2 0.1
H 1.772423 0.704869 -0.934082 0.1 -0.2 0.3
C 0.652044 -1.827512 -5.012111 0.5 0.6 0.1
O 0.438387 -0.424135 -5.016010 -0.6 -0.2 -0.4
H 1.319826 -2.117590 -4.191820 -0.3 -0.1 0.2
H -0.291139 -2.373665 -4.957472 0.1 -0.2 -0.1
H 1.217337 -2.051809 -5.915196 -0.3 -0.2 -0.2
H 0.054735 -0.156093 -4.166571 0.1 -0.1 0.2
C 1.325640 4.126225 1.047179 -0.2 0.7 0.1
O 2.672539 4.516988 1.086157 0.3 -0.6 -0.6
C 3.544458 3.371014 1.086568 -1.0 0.6 1.3
C 4.874706 3.766837 0.542287 0.0 -0.4 -0.8
N 4.805772 4.140185 -0.880098 0.8 0.0 0.2
C 6.167785 4.487617 -1.299041 0.2 0.7 -0.7
C 6.266002 4.740540 -2.805745 0.4 0.1 0.8
O 5.728207 6.019447 -3.028509 -0.5 0.4 0.1
C 5.769867 6.455995 -4.369315 0.3 -0.7 -0.1
H 1.098934 3.536902 0.152261 0.0 -0.1 0.1
H 0.758968 5.059743 1.025720 -0.2 -0.1 -0.1
H 1.008234 3.586538 1.948706 0.1 -0.2 -0.1
H 3.077156 2.510503 0.599232 0.1 0.2 -0.6
H 3.588196 3.077810 2.143073 0.6 -0.2 0.0
H 5.509680 2.877489 0.582960 0.2 0.1 0.2
H 5.332144 4.576073 1.122381 -0.1 -0.1 0.3
H 4.263397 4.995026 -0.971655 -0.2 -0.1 0.1
H 6.914164 3.753245 -0.990475 -0.4 -0.4 -0.1
H 6.500432 5.430838 -0.842466 0.0 0.0 0.1
H 5.739386 3.951935 -3.356014 0.1 0.1 -0.2
H 7.329740 4.752397 -3.080937 -0.1 -0.2 -0.2
H 6.776639 6.295562 -4.776670 0.0 0.2 -0.1
H 5.520676 7.512244 -4.406554 -0.1 0.0 0.1
H 5.070458 5.868012 -4.976503 0.0 0.2 -0.1
C -3.786593 -3.074269 2.414701 -0.1 -0.1 0.0
O -3.064867 -2.105503 1.675260 -0.1 0.2 -0.1
C -3.939561 -1.285658 0.956959 -0.8 -0.4 -1.3
C -3.191260 -0.349615 0.020872 1.4 0.1 1.1
N -4.026088 0.588076 -0.732493 -0.4 -0.1 -0.1
C -4.901545 -0.061733 -1.733811 -0.5 -0.1 0.4
C -4.159864 -0.698092 -2.887328 -0.6 0.0 0.8
O -3.449072 0.334557 -3.562150 -0.6 -0.5 -0.7
C -3.213473 -0.005477 -4.942319 0.2 0.1 0.3
H -4.504090 -3.623180 1.793644 0.1 0.1 -0.2
H -4.351293 -2.593144 3.219395 0.1 -0.1 0.1
H -3.076386 -3.803374 2.798521 0.0 0.2 0.2
H -4.647168 -0.728280 1.586625 0.3 0.2 0.3
H -4.594906 -1.908650 0.326603 0.0 -0.3 0.1
H -2.472788 -0.863871 -0.621567 -0.6 -0.4 -0.4
H -2.462833 0.193577 0.629574 -0.4 0.4 0.0
H -4.690842 1.004090 -0.082646 0.3 0.2 0.1
H -5.586993 0.693914 -2.129841 0.2 0.1 -0.1
H -5.554920 -0.773465 -1.220019 0.1 -0.3 -0.4
H -4.930597 -1.153089 -3.514808 0.2 0.1 -0.3
H -3.497003 -1.490912 -2.530189 0.2 0.1 -0.2
H -2.574419 0.768360 -5.359010 0.1 -0.1 0.0
H -4.158589 -0.031354 -5.486249 0.0 0.0 0.0
H -2.717524 -0.974442 -4.986932 0.1 0.1 -0.1
C 2.525393 1.694748 4.461078 0.3 -0.1 -0.1
O 3.014498 0.524519 3.828804 0.1 0.4 0.5
C 3.521957 -0.434257 4.768001 -0.8 -0.3 -0.7
C 4.556390 -1.264878 4.026247 -0.6 -0.1 0.6
N 3.937501 -1.913258 2.859855 0.5 0.3 0.6
C 4.949742 -2.703608 2.163916 0.4 0.5 -0.3
C 4.450393 -3.242050 0.847959 0.1 -0.7 0.2
O 4.243453 -2.173716 -0.050245 -0.2 0.4 -0.1
C 3.563211 -2.610637 -1.198331 -0.3 -0.8 -0.4
H 2.122858 2.333225 3.677900 0.0 0.1 0.1
H 3.350353 2.204532 4.965817 0.0 0.2 0.0
H 1.747828 1.507709 5.207527 -0.1 -0.2 -0.1
H 2.652883 -1.046878 5.041763 0.2 -0.3 0.1
H 3.881586 -0.004573 5.706837 0.4 0.3 -0.3
H 4.896954 -2.029710 4.730015 0.2 -0.1 -0.2
H 5.403613 -0.638520 3.726353 0.1 0.0 0.1
H 3.653966 -1.138751 2.264688 -0.1 -0.2 -0.2
H 5.353831 -3.482496 2.812431 -0.5 -0.3 0.0
H 5.844791 -2.098553 1.942759 -0.1 0.2 -0.1
H 3.523913 -3.817834 0.956704 -0.1 0.1 0.2
H 5.180472 -3.965631 0.459347 0.1 0.2 -0.2
H 4.124981 -3.399631 -1.710108 0.1 0.0 0.0
H 3.374589 -1.823865 -1.926126 0.3 0.3 0.4
H 2.585712 -3.044534 -0.951424 0.0 0.0 0.2
C -1.240499 -3.337083 -1.481417 0.5 0.4 -0.4
O -2.068763 -4.279876 -0.874056 -0.6 -0.1 -0.3
C -1.467569 -4.864382 0.258416 0.0 -0.1 0.6
C -2.245226 -6.089060 0.754945 0.0 0.3 -1.4
N -2.668930 -6.900411 -0.397651 -0.2 0.2 0.3
C -3.903112 -7.650726 -0.114422 0.5 -0.3 0.0
C -3.981256 -8.937702 -0.929023 -0.1 0.9 0.0
O -4.188206 -8.528790 -2.262624 -0.1 0.2 -0.3
C -4.157177 -9.573889 -3.207015 0.7 -0.2 0.5
H -0.261302 -3.753962 -1.749570 0.0 -0.1 0.2
H -1.066584 -2.457129 -0.850423 0.0 0.0 0.1
H -1.669793 -2.998366 -2.425548 -0.3 -0.1 0.1
H -1.490110 -4.132968 1.075209 0.4 0.0 -0.1
H -0.437429 -5.136203 0.001732 0.0 0.0 0.1
H -3.123016 -5.739823 1.310864 0.1 -0.1 0.3
H -1.544356 -6.650404 1.372331 -0.3 -0.1 0.4
H -2.901247 -6.216814 -1.108705 0.2 -0.3 -0.3
H -4.776530 -7.031940 -0.340722 -0.2 -0.1 0.2
H -3.900230 -7.901247 0.948748 -0.2 -0.1 0.0
H -4.828947 -9.550283 -0.605449 0.1 -0.2 0.1
H -3.033295 -9.469001 -0.798653 0.0 -0.2 -0.2
H -4.306554 -9.155518 -4.197994 -0.3 0.0 0.0
H -4.884741 -10.356880 -2.970389 -0.2 0.1 -0.2
H -3.161342 -10.038004 -3.191214 -0.1 -0.1 -0.1
C -0.093129 0.111759 7.647114 -0.3 0.0 -0.3
O -1.402204 0.503364 7.269548 0.0 0.0 0.2
C -2.238029 -0.552848 6.908201 -0.8 -0.7 -1.5
C -3.659456 -0.029983 6.696572 0.6 1.0 1.1
N -3.735239 1.039481 5.700631 0.2 -0.4 -1.2
C -3.817701 0.526519 4.318846 0.2 -0.6 1.0
C -3.603679 1.672823 3.355086 -0.7 -0.2 -0.2
O -2.377329 2.358027 3.481357 0.1 -0.3 0.1
C -1.317237 1.523612 3.024622 0.5 0.6 0.3
H 0.517467 -0.178234 6.783039 -0.1 0.0 -0.1
H -0.146678 -0.752992 8.314395 0.2 0.2 0.2
H 0.339620 0.993268 8.113490 0.2 -0.2 0.2
H -2.225444 -1.426310 7.569711 0.1 0.3 0.5
H -1.973666 -0.975530 5.927775 0.5 0.1 0.0
H -3.957599 0.440215 7.638345 -0.3 -0.3 0.1
H -4.335836 -0.851369 6.466729 -0.1 0.0 -0.1
H -2.859835 1.559999 5.698845 -0.1 0.1 0.6
H -4.799027 0.057767 4.187086 -0.1 0.3 -0.2
H -3.112193 -0.306149 4.168331 0.2 0.2 -0.3
H -4.435256 2.357340 3.531669 0.3 0.4 0.0
H -3.696267 1.318292 2.320919 -0.1 -0.2 -0.1
H -1.148520 0.668952 3.680569 -0.4 -0.3 -0.3
H -0.366371 2.058536 3.075735 -0.3 0.4 0.0
H -1.483266 1.280941 1.974130 0.1 -0.4 0.0
C -2.755175 3.859280 0.580270 0.4 0.1 -0.2
O -2.719518 3.853901 -0.853760 -0.9 -0.1 -0.2
C -2.173978 4.993336 -1.462120 1.9 0.7 0.1
C -2.071721 4.866903 -2.982801 -0.8 1.0 0.6
N -1.351670 3.670448 -3.408639 0.0 0.1 -0.1
C -1.370228 3.489352 -4.878584 -0.2 0.2 0.2
C -0.737578 4.640441 -5.660928 0.1 -0.4 0.2
O -1.691176 5.642377 -5.913968 0.0 -0.2 -0.2
C -1.088947 6.864653 -6.293209 -0.2 0.3 0.0
H -3.271389 4.742836 0.955648 0.0 0.0 -0.1
H -1.727644 3.825800 0.943671 -0.1 0.0 0.2
H -3.282893 2.963896 0.893179 0.0 0.0 0.0
H -1.125772 5.138392 -1.144636 -0.1 -0.4 0.4
H -2.641029 5.922549 -1.120740 -0.5 -0.2 -0.4
H -1.577657 5.788672 -3.306312 -0.1 0.0 -0.1
H -3.084765 4.925810 -3.396708 0.1 -0.4 -0.3
H -0.384972 3.793913 -3.110862 0.0 -0.3 0.0
H -2.427163 3.378338 -5.144028 0.0 0.2 -0.3
H -0.895476 2.540089 -5.129817 0.3 0.1 0.2
H -0.298983 4.233467 -6.578610 -0.1 0.2 -0.2
H 0.086186 5.065047 -5.068768 0.1 -0.1 0.0
H -0.338479 6.757373 -7.081073 0.0 -0.2 0.0
H -0.621973 7.340137 -5.423242 0.1 0.0 0.0
H -1.875875 7.511833 -6.674498 0.0 0.0 0.1
C -0.268188 -1.952487 4.101658 -0.9 0.2 -0.1
C 0.512231 -3.057884 3.431171 0.4 0.9 -0.6
C 0.844708 -2.664611 1.997628 -0.1 0.4 -0.5
O 1.687233 -3.301249 4.192068 -0.1 -0.3 -0.3
H -0.456700 -2.161946 5.152924 0.2 -0.1 0.0
H -1.246168 -1.806667 3.624772 0.0 -0.1 0.0
H 0.227546 -0.981503 4.009574 0.3 -0.2 0.1
H -0.107706 -3.950067 3.296580 0.2 -0.3 0.7
H -0.074085 -2.459932 1.439329 -0.1 -0.3 0.0
H 1.412464 -3.454908 1.505746 -0.1 0.0 -0.1
H 1.414626 -1.737833 1.883441 0.2 -0.1 0.5
H 2.391509 -2.752332 3.786973 0.0 -0.4 -0.1
C 4.466787 0.765648 -1.831064 0.0 0.1 -0.2
C 3.836226 1.223376 -3.149209 0.4 -0.3 -0.3
C 2.678706 0.356437 -3.602215 -0.2 1.0 0.3
O 3.355489 2.558075 -3.052889 -0.1 0.1 0.0
H 3.803356 1.012237 -0.999923 0.1 0.0 0.0
H 5.417067 1.281441 -1.683119 0.0 0.0 0.2
H 4.648893 -0.309810 -1.792852 0.1 0.2 -0.1
H 4.599264 1.206423 -3.942197 0.1 -0.1 0.1
H 2.214484 0.768824 -4.498159 0.4 -0.1 0.0
H 1.896267 0.422629 -2.838412 0.3 -0.3 -0.5
H 2.974731 -0.675876 -3.779010 0.0 0.0 0.0
H 4.070304 3.117627 -2.705201 -0.4 -0.2 0.4

***

Entry 4:
13
Properties=species:S:1:pos:R:3:forces:R:3 method="wB97M-V/def2-TZVPD" charge=+1 e_above_lowest_kj_mol=57.1 smiles="C[NH2+]CC=O" energy_ev=-6770.57810
O -1.457563 0.853055 1.525503 0.1 -0.1 0.1
C -0.752036 1.519207 0.824600 -0.2 0.1 0.1
C -0.205844 0.889577 -0.459106 0.3 -0.2 0.0
N 0.754267 -0.229938 -0.051686 -0.7 0.2 0.2
C 0.178963 -1.602847 -0.270415 0.0 0.4 -0.3
H -0.466291 2.547417 1.105606 0.0 0.0 -0.2
H -1.027466 0.410085 -0.976115 -0.2 0.0 -0.1
H 0.294546 1.573704 -1.131655 0.2 0.1 0.0
H 1.654061 -0.150340 -0.523441 0.0 0.1 0.1
H 0.890474 -0.141260 0.959644 0.4 0.0 -0.1
H 0.906842 -2.319199 0.084881 -0.1 -0.3 0.2
H 0.003726 -1.731954 -1.331966 0.1 0.0 -0.1
H -0.773678 -1.617507 0.244150 0.0 -0.3 0.3